Formula: C6H10O
Source: the OMol25 dataset
Level of theory: ωB97M-V/def2-TZVPD

Structure (XYZ):
```
17
Properties=species:S:1:pos:R:3:forces:R:3:lowdin_charge:R:1
C -2.233 0.263 -0.017 0.00 -0.03 0.02 -0.043
C -0.764 0.191 0.358 0.00 -0.05 0.05 -0.415
C -0.200 -1.236 0.285 0.02 -0.06 -0.01 -0.202
C 1.280 -1.435 0.272 -0.28 0.26 0.17 0.063
C 1.982 -0.245 -0.216 0.07 -0.30 0.07 -0.231
C 1.314 1.125 -0.208 0.09 0.02 -0.03 -0.208
O -0.056 1.040 -0.538 -0.02 -0.04 0.08 -0.116
H -2.829 -0.385 0.637 0.10 0.10 -0.09 0.084
H -2.374 -0.065 -1.053 0.04 0.03 0.14 0.087
H -2.603 1.288 0.074 0.05 -0.14 -0.01 0.083
H -0.631 0.569 1.388 0.00 -0.02 -0.16 0.149
H -0.486 -1.689 -0.685 0.02 0.03 0.12 0.138
H -0.665 -1.888 1.038 0.09 0.07 -0.14 0.113
H 2.012 -0.696 -1.237 0.00 0.22 -0.21 0.145
H 3.038 -0.214 0.066 -0.09 0.00 0.04 0.107
H 1.448 1.589 0.783 -0.07 -0.05 -0.10 0.125
H 1.770 1.788 -0.947 -0.02 -0.04 0.06 0.122
```
Forces are in eV/Å.

Computed properties:
E   -8427.959 eV
F_max   0.0081 Eh/bohr
Orbital gap   0.3085 hartree
Highest occupied orbital energy   -8.028 eV